(1)
Here is the molecule C4H7NO from OMol25. Energies are from ωB97M-V with the def2-TZVPD basis set.

```
13
Properties=species:S:1:pos:R:3:nbo_charge:R:1
C -1.6008 -0.3917 0.3435 -0.662
C -0.3394 -0.0653 -0.5038 0.022
C 0.9181 1.2785 -0.1316 -0.534
C 1.7496 0.0866 0.1528 0.637
O 2.9152 -0.0924 0.4155 -0.598
N 0.7753 -0.8503 -0.1179 -0.632
H -1.8669 -1.4511 0.1631 0.232
H -1.4236 -0.3022 1.4228 0.221
H -2.4948 0.1895 0.0895 0.226
H -0.5903 0.0098 -1.5552 0.193
H 1.3037 1.9964 -0.8620 0.234
H -0.0736 1.3604 0.2953 0.269
H 0.7275 -1.7681 0.2878 0.391
```

As for the SMILES: C[C@H]1CC(=O)N1. For the strongest force on any atom, the calculation gives 2.6 eV/Å. As for the electronic energy: -7796.48687 eV. As for the HOMO-LUMO gap: 10.000 eV. As for the LUMO energy: 0.80 eV. For the highest occupied orbital energy, the calculation gives -9.20 eV.

(2)
Here is a structure of composition C4H19B2ClNOV from OMol25. Energies are from ωB97M-V with the def2-TZVPD basis set.

```
29
Properties=species:S:1:pos:R:3:nbo_charge:R:1
V -0.8820 -0.7585 -0.0869 0.999
B -1.3310 0.5032 -1.8960 -0.797
H -1.3989 1.4044 -2.4854 0.014
H -1.2967 -0.4151 -2.4615 0.035
H -0.3999 0.5589 -1.3536 -0.046
H -2.2130 0.4526 -1.2765 0.041
B -0.9245 -2.9763 -0.9017 -0.792
H -0.0924 -2.6289 -1.4942 -0.009
H -1.7063 -2.2513 -1.0676 0.005
H -1.3036 -3.9651 -1.1087 0.023
H -0.7652 -3.0264 0.1643 -0.003
Cl -3.0060 -0.7598 1.2358 -0.695
C 2.3191 0.1791 -0.4888 -0.634
C 1.7067 0.0472 0.9534 -0.051
C 0.8898 1.2713 1.3888 -0.051
O -0.3632 1.2011 0.7717 -0.540
C -1.0441 2.4898 0.7431 -0.243
N 0.9548 -1.0992 1.1370 -0.802
H 1.6929 0.8167 -1.1129 0.247
H 2.6203 -0.7429 -0.9862 0.229
H 3.1918 0.8322 -0.4846 0.203
H 2.5492 0.0919 1.6436 0.160
H 1.4010 2.1864 1.0897 0.178
H 0.7239 1.2869 2.4660 0.171
H -0.5808 3.2297 0.0904 0.186
H -0.9487 2.7892 1.7868 0.165
H -2.1262 2.3725 0.6845 0.241
H 1.6055 -1.8460 0.9392 0.386
H 0.7273 -1.2437 2.1103 0.378
```

For the strongest force on any atom, the calculation gives 4.5 eV/Å. As for the electronic energy: -47554.11371 eV. As for the HOMO-LUMO gap (alpha / beta): 5.595 / 7.752 eV. The spin multiplicity is 4. As for the LUMO energy (alpha / beta): 2.62 / 2.57 eV. As for the net charge: -1. For the highest occupied orbital energy (alpha / beta), the calculation gives -2.97 / -5.18 eV.

(3)
Here is the ion H3O4 with charge +1 from OMol25. Energies are from ωB97M-V with the def2-TZVPD basis set.

```
7
Properties=species:S:1:pos:R:3:nbo_charge:R:1
O 1.3334 -0.5843 -0.0167 -0.371
O -0.0256 -0.8554 -0.0493 0.014
O -1.1329 1.0402 -0.1437 -0.395
O -0.7254 0.0978 0.8226 0.052
H 1.2607 -0.1378 0.7553 0.583
H 1.3369 -0.5589 -0.9406 0.607
H -2.0471 0.9985 -0.4276 0.510
```

For the strongest force on any atom, the calculation gives 6.5 eV/Å. As for the electronic energy: -8219.71496 eV. As for the HOMO-LUMO gap: 11.726 eV. As for the LUMO energy: -5.93 eV. As for the net charge: +1. For the highest occupied orbital energy, the calculation gives -17.65 eV.

(4)
Here is a cluster of 2 separate species, C3H9NO2 in total from OMol25. Energies are from ωB97M-V with the def2-TZVPD basis set.

```
15
Properties=species:S:1:pos:R:3:nbo_charge:R:1
C -1.6847 0.5439 -0.6895 -0.720
C -0.5680 0.9914 0.2540 0.690
O 0.5975 1.1610 -0.0271 -0.627
N -1.0095 1.3019 1.5174 -0.845
H -0.2576 1.5614 2.1417 0.402
H -1.9665 1.3402 1.8127 0.396
H -1.2650 0.6900 -1.6812 0.241
H -2.4501 1.3082 -0.5354 0.219
H -1.9945 -0.4918 -0.5166 0.244
C 1.7960 -1.3695 -0.0066 -0.253
O 1.4241 -1.8558 -1.3007 -0.739
H 1.9147 -1.3874 -1.9778 0.467
H 2.1435 -0.3425 0.0351 0.204
H 0.8733 -1.3185 0.5467 0.161
H 2.4469 -2.1326 0.4275 0.159
```

As for the SMILES: CC(N)=O.CO. For the strongest force on any atom, the calculation gives 1.5 eV/Å. As for the electronic energy: -8841.79814 eV. As for the HOMO-LUMO gap: 10.724 eV. As for the LUMO energy: 0.84 eV. For the highest occupied orbital energy, the calculation gives -9.88 eV.

(5)
Here is a structure of composition C40H51IN5O3SbSn from OMol25. Energies are from ωB97M-V with the def2-TZVPD basis set.

```
102
Properties=species:S:1:pos:R:3:mulliken_charge:R:1
Sn 0.4165 2.1415 0.3616 0.969
C 3.9809 -0.2400 0.7858 -0.991
C 2.9529 -0.6512 1.7648 0.289
N 3.3280 -0.7956 3.0048 -0.553
C 2.4679 -1.0876 4.0012 -1.305
C 1.0718 -1.1320 3.7848 0.628
C 0.0980 -1.2980 4.9730 -0.560
O -0.9713 -2.2563 4.5866 -0.582
C 0.6336 -0.9263 2.4404 -0.232
C -0.7145 -0.4453 2.2815 -1.037
N -1.0626 0.5994 1.5349 0.338
C -2.3149 1.1226 1.7382 -0.165
C -2.8803 1.1687 3.0302 0.325
C -4.2130 1.4992 3.2711 -1.002
C -4.9902 1.7620 2.1725 -0.636
C -4.4410 1.7921 0.8647 -0.341
C -3.0993 1.5105 0.6574 0.106
I -2.4166 1.4823 -1.3838 0.122
C 1.5759 -0.9853 1.3621 0.619
O 1.2877 -1.4759 0.1147 -0.404
H 4.4199 0.7142 1.0752 0.447
H 3.6462 -0.1814 -0.2724 -0.121
H 4.8347 -0.9619 0.7605 0.344
H 2.9322 -1.1754 4.9562 0.468
H -0.3665 -0.3490 5.2901 0.229
H 0.7389 -1.6886 5.7839 0.410
H -1.8133 -1.8981 4.9480 0.344
H -1.5067 -0.9241 2.8713 1.363
H -2.2494 0.8363 3.8673 0.429
H -4.6394 1.4317 4.2710 0.490
H -6.0633 2.0494 2.1980 0.366
H -5.0628 2.1156 0.0157 0.429
C -0.4131 5.7652 -2.7362 -1.315
C 0.2719 4.6115 -2.0999 0.408
N -0.0082 4.2065 -0.8574 0.494
N -0.9045 4.8591 -0.2042 -0.648
C -1.0160 4.5551 1.0740 0.647
O -0.3438 3.6491 1.6973 -0.866
C -1.9932 5.3809 1.8870 0.374
C -2.3192 4.9334 3.1776 -0.385
C -3.3551 5.5696 3.8901 -0.688
C -4.1102 6.5658 3.2779 -0.504
C -3.8212 6.9124 1.9540 -0.542
C -2.7935 6.3417 1.2622 -0.160
C 1.3027 3.9070 -2.8233 0.604
C 1.7065 4.3250 -4.1273 -0.756
C 2.7978 3.7468 -4.7009 -0.582
C 3.4794 2.7165 -3.9860 -0.612
C 3.0419 2.3590 -2.7245 -0.249
N 2.0080 2.9726 -2.1365 0.051
H -0.9281 5.4559 -3.6693 0.379
H 0.3091 6.5694 -2.9627 0.363
H -1.1150 6.1795 -2.0151 0.134
H -1.7673 4.1151 3.6451 0.458
H -3.5439 5.2649 4.9118 0.426
H -4.9921 7.0355 3.7326 0.383
H -4.4373 7.5974 1.3759 0.393
H -2.6476 6.5509 0.1937 0.262
H 1.0787 5.0417 -4.5964 0.411
H 3.1953 4.0822 -5.6431 0.453
H 4.3755 2.2119 -4.3983 0.396
H 3.5602 1.6176 -2.1206 0.348
C 3.3793 -4.3983 0.0980 -1.705
C 2.9114 -4.1425 -1.3410 1.162
C 2.6208 -5.4885 -2.0367 -1.076
C 3.8194 -3.1437 -2.1038 -1.302
Sb 0.7997 -3.2234 -1.0793 1.407
C 0.0386 -2.3108 -3.1133 1.227
C -1.4781 -2.4069 -2.9630 -1.132
C 0.5964 -3.1893 -4.2223 -1.373
C 0.6138 -0.9113 -3.0427 -1.301
C -0.8358 -4.2935 0.1984 1.275
C -2.0289 -3.3389 0.3190 -1.652
C -0.1818 -4.5351 1.5515 -1.401
C -1.0935 -5.5866 -0.5540 -1.205
H 4.4004 -4.8062 0.0313 0.566
H 2.8319 -5.1935 0.6199 0.370
H 3.4479 -3.4976 0.7223 0.239
H 3.4693 -6.2020 -1.9230 0.454
H 2.3874 -5.3191 -3.1082 0.314
H 1.7074 -6.0038 -1.6699 0.166
H 4.5935 -3.7133 -2.6760 0.451
H 4.3702 -2.5123 -1.3629 0.202
H 3.3144 -2.5327 -2.8456 0.225
H -1.8594 -3.4311 -2.7459 0.274
H -1.9771 -1.9983 -3.8751 0.546
H -1.8399 -1.7450 -2.1375 0.012
H 0.0505 -4.1402 -4.2462 0.347
H 1.6712 -3.4060 -4.1120 0.280
H 0.5136 -2.6841 -5.2097 0.470
H 0.2339 -0.3549 -2.1687 -0.067
H 0.3418 -0.3262 -3.9439 0.638
H 1.7045 -0.9397 -2.9786 0.150
H -1.7353 -2.3695 0.7609 0.275
H -2.8245 -3.7954 0.9933 0.447
H -2.5608 -3.1544 -0.6218 0.322
H -0.1195 -3.6104 2.1400 0.295
H 0.8384 -4.9641 1.5048 0.152
H -0.8238 -5.2553 2.1127 0.491
H -1.4065 -5.3846 -1.6139 0.256
H -1.9117 -6.2638 -0.1523 0.442
H -0.1768 -6.2802 -0.5936 0.292
```

For the strongest force on any atom, the calculation gives 4.2 eV/Å. As for the electronic energy: -76353.16689 eV. As for the HOMO-LUMO gap: 6.027 eV. As for the LUMO energy: -6.10 eV. As for the net charge: +2. For the highest occupied orbital energy, the calculation gives -12.13 eV.

(6)
Here is a structure of composition C42H62CuN3O5S2 from OMol25. Energies are from ωB97M-V with the def2-TZVPD basis set.

```
115
Properties=species:S:1:pos:R:3:mulliken_charge:R:1
Cu 0.7414 -0.2239 -0.5483 0.140
C 3.3041 -2.1341 -0.7367 -1.040
N 2.1585 -1.8632 -1.5887 1.083
C 2.5906 -1.4117 -2.8991 -0.933
C 1.2645 -3.0095 -1.6357 -0.714
C -0.0875 -2.6646 -2.2695 -1.607
N -0.6600 -1.4403 -1.7148 2.065
C -1.7040 -1.6968 -0.7218 -1.347
C -1.3054 -2.5755 0.4347 0.558
C -2.0792 -3.6986 0.7004 -0.294
C -1.8905 -4.4678 1.8342 -0.844
C -0.9082 -4.0374 2.7259 -0.148
C -0.0966 -2.9422 2.5111 -0.701
C -0.2378 -2.2061 1.2892 -0.215
O 0.6024 -1.2570 0.9920 1.216
C 0.9013 -2.4912 3.5779 2.275
C 0.5874 -1.0394 3.9674 -1.385
C 0.8439 -3.3424 4.8515 -2.523
C 2.3375 -2.5674 3.0443 -0.911
C -2.7289 -5.6889 2.1909 2.044
C -3.5051 -5.3982 3.4846 -1.607
C -3.7492 -6.0455 1.1078 -2.160
C -1.8170 -6.9076 2.3925 -1.652
C -1.1650 -0.5470 -2.7618 -1.982
C -1.4386 0.8705 -2.3414 0.257
C -2.7098 1.4058 -2.4139 -0.450
C -2.9362 2.7656 -2.2299 -0.395
C -1.8163 3.5631 -2.0099 -0.205
C -0.5284 3.0678 -1.8760 -0.693
C -0.3207 1.6663 -1.9922 1.336
O 0.8563 1.0945 -1.8669 -1.134
C 0.6589 4.0123 -1.6846 2.539
C 1.5932 3.8287 -2.8938 -1.642
C 1.4303 3.6720 -0.4030 -1.229
C 0.2495 5.4876 -1.5961 -2.518
C -4.3516 3.3326 -2.2820 2.152
C -4.3883 4.8369 -1.9981 -2.188
C -4.9684 3.0941 -3.6671 -1.739
C -5.2105 2.6284 -1.2221 -1.642
H 3.9097 -2.9690 -1.1245 0.343
H 3.9199 -1.2397 -0.6695 0.158
H 2.9595 -2.3754 0.2644 0.251
H 3.1088 -2.2042 -3.4639 0.301
H 1.7412 -1.0522 -3.4757 0.124
H 3.2697 -0.5718 -2.7672 0.223
H 1.7083 -3.8486 -2.2050 0.547
H 1.0957 -3.3346 -0.6083 0.053
H 0.0491 -2.5347 -3.3457 0.534
H -0.7653 -3.5139 -2.1134 0.487
H -2.0031 -0.7166 -0.3373 -0.108
H -2.5803 -2.1488 -1.2195 0.408
H -2.8577 -3.9541 -0.0066 0.503
H -0.7765 -4.6096 3.6318 0.476
H -0.4279 -0.9576 4.3589 0.319
H 1.2904 -0.6903 4.7232 0.450
H 0.6839 -0.4033 3.0943 0.185
H -0.1406 -3.3079 5.3182 0.414
H 1.1113 -4.3804 4.6513 0.424
H 1.5680 -2.9470 5.5639 0.465
H 2.4578 -1.8724 2.2218 -0.356
H 3.0419 -2.2859 3.8273 0.566
H 2.5711 -3.5807 2.7109 0.168
H -4.1460 -4.5291 3.3409 0.349
H -4.1305 -6.2490 3.7595 0.459
H -2.8334 -5.1843 4.3130 0.308
H -4.4539 -5.2299 0.9532 0.376
H -3.2543 -6.2724 0.1643 0.395
H -4.3143 -6.9260 1.4167 0.446
H -1.1073 -6.7475 3.2009 0.298
H -2.4071 -7.7948 2.6284 0.460
H -1.2515 -7.1022 1.4820 0.358
H -0.3935 -0.4872 -3.5365 0.441
H -2.0788 -0.9684 -3.2145 0.410
H -3.5285 0.7362 -2.6551 0.412
H -1.9526 4.6295 -1.9369 0.678
H 1.8692 2.7800 -2.9719 0.166
H 1.0927 4.1335 -3.8151 0.369
H 2.5047 4.4165 -2.7740 0.455
H 1.7400 2.6321 -0.4065 -0.617
H 2.3204 4.2992 -0.3279 0.692
H 0.8191 3.8498 0.4828 0.235
H -0.1995 5.8433 -2.5233 0.422
H -0.4541 5.6540 -0.7810 0.467
H 1.1353 6.0911 -1.3998 0.437
H -3.8961 5.3986 -2.7909 0.374
H -5.4222 5.1767 -1.9363 0.435
H -3.9009 5.0692 -1.0532 0.422
H -4.3807 3.5902 -4.4381 0.355
H -5.0064 2.0329 -3.9031 0.306
H -5.9857 3.4864 -3.7045 0.479
H -4.7755 2.7662 -0.2332 0.292
H -6.2227 3.0347 -1.2155 0.494
H -5.2737 1.5603 -1.4189 0.323
O 6.1840 3.2170 3.6974 -0.697
S 5.0892 3.6069 2.8456 1.212
O 4.5361 4.9153 3.0994 -0.695
N 3.9241 2.4577 2.7963 -0.683
C 3.7866 1.9723 1.5933 -0.071
S 2.7445 0.6947 1.2388 -0.145
C 4.6715 2.5596 0.5589 0.434
C 4.7210 2.2833 -0.7986 0.360
C 5.6863 2.9231 -1.5624 -0.913
C 6.5912 3.8083 -0.9873 -0.490
C 6.5202 4.1081 0.3686 -0.636
C 5.5503 3.4786 1.1108 -0.399
H 4.0152 1.5917 -1.2381 0.377
H 5.7379 2.7347 -2.6274 0.433
H 7.3512 4.2697 -1.6040 0.382
H 7.1922 4.8163 0.8312 0.411
C -1.8141 1.9182 1.1432 -0.869
O -0.7073 1.0626 0.9830 0.007
H -1.5846 2.9558 0.8790 0.226
H -2.2012 1.8759 2.1672 0.394
H -2.5840 1.5625 0.4616 0.167
H 0.0255 1.3272 1.5570 -0.007
```

For the strongest force on any atom, the calculation gives 1.1 eV/Å. As for the electronic energy: -125582.08983 eV. As for the HOMO-LUMO gap (alpha / beta): 7.301 / 7.011 eV. The spin multiplicity is 2. As for the LUMO energy (alpha / beta): 2.25 / 1.99 eV. As for the net charge: -1. For the highest occupied orbital energy (alpha / beta), the calculation gives -5.05 / -5.02 eV.